1.
Density functional theory data (ωB97M-V with the def2-TZVPD basis set) for C4H6N2O3S in the gas phase.

- E_LUMO (eV) = 0.41
- frontier orbital gap (eV) = 9.656
- energy above the lowest of the compared OMol25 structures with the same formula, charge and spin (kJ/mol) = 94.0

XYZ file:
```
16
Properties=species:S:1:pos:R:3:forces:R:3
C -1.08605 -1.66875 1.64215 -0.5 -0.7 -0.2
C 0.14192 -1.75584 1.05606 -0.8 -2.1 -1.1
C -0.36199 0.29328 1.49843 -0.1 2.0 0.2
C 0.77621 1.09313 -1.96340 -0.2 -1.0 -1.4
N -1.39561 -0.37709 1.92666 0.7 0.9 0.0
N 0.61251 -0.48491 0.92264 -0.3 0.8 0.8
O 2.12251 1.50757 0.70331 0.1 -0.1 0.4
O -0.17053 1.67570 -1.16118 -0.4 -0.5 1.0
O 1.63564 0.13787 -1.29783 1.0 -1.1 1.1
S 2.10877 0.11344 0.29286 -1.6 0.6 -2.2
H -1.85662 -2.43314 1.77588 0.7 0.1 0.0
H 0.42976 -2.59267 0.42571 0.7 0.2 0.5
H -0.25378 1.39570 1.51245 -0.1 -1.1 0.3
H 0.33755 0.41865 -2.85272 0.6 1.9 2.1
H 1.39614 1.91117 -2.29871 0.6 -0.2 -0.7
H 0.31013 1.93843 -0.34241 -0.5 0.2 -0.8
```
Forces are in eV/Å.


2.
Density functional theory data (ωB97M-V with the def2-TZVPD basis set) for C5H8 in the gas phase.

- E_LUMO (eV) = 0.72
- frontier orbital gap (eV) = 9.469
- SMILES = C=CC(=C)C
- energy above the lowest of the compared OMol25 structures with the same formula, charge and spin (kJ/mol) = 209.2

XYZ file:
```
13
Properties=species:S:1:pos:R:3:forces:R:3
C -2.00849 0.45386 0.69102 1.7 -1.3 -2.3
C -0.68473 0.72222 0.36198 -1.8 -0.4 -1.2
C 0.48895 -0.24327 -0.12855 -1.6 2.1 1.3
C 0.30585 -1.55406 -0.29683 1.4 2.2 0.3
C 1.74127 0.53352 -0.45665 1.4 -2.8 2.8
H -2.25584 -0.65436 0.65938 -0.1 1.4 0.5
H -2.87118 1.18024 0.48765 1.6 -0.9 1.0
H -0.51908 1.79539 0.19977 0.5 -0.4 0.1
H 1.13275 -2.21518 -0.31496 0.5 -0.6 -0.7
H -0.65925 -1.79927 -0.52761 -2.4 -1.5 0.3
H 2.50752 -0.17409 -0.90537 -0.7 1.2 0.5
H 1.48957 1.31321 -1.06277 -0.7 1.8 -2.3
H 2.11846 1.08039 0.43805 0.2 -0.7 -0.3
```
Forces are in eV/Å.


3.
Density functional theory data (ωB97M-V with the def2-TZVPD basis set) for a molecular structure, C29H70F3Na3O17S.

- E_LUMO (eV) = -6.02
- frontier orbital gap (eV) = 6.720
- charge = +2
- energy above the lowest of the compared OMol25 structures with the same formula, charge and spin (kJ/mol) = 0.0

XYZ file:
```
123
Properties=species:S:1:pos:R:3:forces:R:3
Na -0.19140 -1.52331 3.81351 0.1 -0.3 -0.3
Na 1.55916 3.03753 0.61808 0.5 -0.2 -0.6
Na -3.62266 1.72505 3.20739 0.2 -0.1 -0.6
C -1.65294 -0.22062 -0.87979 -0.5 -0.1 0.4
F -2.35789 0.65958 -1.57421 0.0 0.1 -0.1
F -2.39508 -1.31680 -0.68438 0.1 0.1 -0.2
F -0.56009 -0.53650 -1.54942 0.2 -0.2 -0.1
S -1.20713 0.48241 0.76616 0.8 0.8 0.0
O -0.06562 1.34333 0.48820 -0.3 -0.2 0.1
O -2.38075 1.24631 1.19483 -0.3 -0.3 0.6
O -0.90567 -0.68257 1.57212 -0.1 0.1 0.5
C -0.41580 -3.67149 1.48235 0.2 -0.1 0.0
O 0.02679 -3.71037 2.84154 0.3 0.1 -0.5
C 1.37476 -4.17541 2.89623 -0.3 -0.4 0.6
C 2.41458 -3.15601 2.52403 0.7 -0.3 -0.4
O 2.22755 -1.96925 3.27382 -0.5 0.0 0.2
C 3.24524 -1.00970 3.09503 0.4 0.3 0.0
H -0.14331 -4.58878 0.95112 -0.1 -0.1 0.4
H 0.05436 -2.85543 0.92987 -0.3 0.1 0.2
H -1.49413 -3.55360 1.50838 -0.1 0.1 -0.2
H 1.46618 -5.07042 2.27465 0.2 0.1 -0.2
H 1.54342 -4.51955 3.91903 -0.1 0.2 0.1
H 2.47605 -2.95448 1.44575 -0.4 0.1 0.6
H 3.38295 -3.61395 2.77563 0.0 0.1 0.1
H 4.24900 -1.42986 3.22156 -0.1 -0.2 -0.1
H 3.13535 -0.25549 3.87517 -0.1 0.0 -0.1
H 3.19162 -0.52822 2.11083 -0.1 -0.1 0.1
C 2.32867 -2.34896 -0.66151 0.6 0.5 -0.1
O 2.65761 -1.85513 -1.93389 -0.3 0.1 0.0
C 2.61236 -2.89322 -2.92206 0.5 0.3 0.3
C 2.91276 -2.29925 -4.29023 -0.9 -0.4 -0.1
O 4.22841 -2.50104 -4.71383 0.0 0.2 -0.2
C 5.15990 -1.62751 -4.12927 0.2 0.0 0.3
H 1.27642 -2.63523 -0.57052 0.1 -0.2 -0.2
H 2.51573 -1.54829 0.06501 -0.1 0.1 -0.2
H 3.00019 -3.17747 -0.40114 -0.3 -0.2 -0.1
H 1.64564 -3.39838 -2.85663 0.0 0.0 -0.2
H 3.41213 -3.60416 -2.67539 -0.2 -0.2 -0.1
H 2.59136 -1.24674 -4.28205 0.3 0.1 0.0
H 2.28371 -2.79668 -5.03259 0.1 -0.1 0.0
H 6.12576 -1.84473 -4.57760 0.0 0.1 0.0
H 5.23977 -1.79297 -3.04613 0.0 0.1 0.0
H 4.89934 -0.57643 -4.30416 0.0 0.0 -0.1
C 4.81435 1.60701 0.89619 0.6 -0.2 -0.1
O 3.62681 1.66225 0.14679 -0.3 0.5 0.2
C 3.72195 1.09007 -1.15089 -0.5 -0.7 0.4
C 2.37202 1.21498 -1.80248 0.2 -0.4 -1.1
O 1.95469 2.55559 -1.72335 -0.3 0.4 0.1
C 0.87018 2.85925 -2.59655 0.1 0.2 0.5
H 5.22432 0.58896 0.92600 -0.1 0.0 0.0
H 4.62128 1.94230 1.91363 -0.1 0.0 0.0
H 5.59749 2.24472 0.47113 -0.1 0.0 0.0
H 3.93323 0.02405 -1.01272 0.2 0.0 -0.4
H 4.47490 1.53822 -1.80543 0.2 0.3 0.4
H 1.61073 0.52051 -1.44660 0.0 0.1 0.5
H 2.51475 0.92230 -2.85366 0.0 0.1 0.0
H 0.59537 3.89069 -2.37396 0.0 0.0 -0.2
H 0.00320 2.22833 -2.37200 0.1 -0.1 -0.2
H 1.17691 2.77624 -3.63956 -0.1 -0.1 0.0
C 4.38834 5.13341 -0.10068 0.2 0.3 -0.5
O 3.17761 4.95815 0.61969 -0.4 0.1 -0.1
C 2.46082 6.17727 0.60894 0.0 0.9 0.3
C 1.10511 6.05274 1.23651 -0.4 -0.4 -0.1
O 0.42753 5.02136 0.52407 -0.5 -0.2 0.0
C -0.95809 4.91474 0.81798 0.0 -0.4 0.1
H 4.95090 4.20805 -0.11144 0.0 0.0 0.3
H 4.95575 5.96479 0.32782 0.2 -0.2 0.1
H 4.21875 5.39414 -1.15413 -0.3 0.0 0.1
H 2.32570 6.55349 -0.41134 0.1 -0.2 -0.1
H 2.99108 6.96532 1.16591 0.2 -0.2 -0.1
H 0.55854 6.99463 1.13678 0.1 0.1 -0.1
H 1.12488 5.80457 2.30594 0.2 0.0 0.0
H -1.11089 4.73518 1.89296 0.0 0.3 -0.1
H -1.34838 4.04001 0.29349 0.2 0.1 0.0
H -1.52548 5.78400 0.47779 0.1 0.1 0.2
C -3.50974 -1.77785 3.29946 -0.2 -0.4 0.3
O -2.63438 -1.74256 4.41849 0.1 0.5 -0.3
C -2.60367 -2.93762 5.18620 0.5 -0.6 -0.4
C -1.73432 -2.69797 6.39330 -0.9 -0.1 0.0
O -0.42880 -2.49524 5.91393 0.6 0.0 0.4
C 0.58432 -2.56382 6.93853 -0.1 0.0 -0.8
H -4.54734 -1.90562 3.62554 0.0 0.0 0.0
H -3.26741 -2.60286 2.62524 0.0 0.1 -0.1
H -3.39462 -0.84158 2.75498 0.1 0.0 -0.1
H -2.08553 -3.73448 4.62732 -0.2 0.2 -0.2
H -3.60375 -3.32789 5.39097 -0.1 0.4 0.3
H -1.83670 -3.60395 7.00048 0.4 0.1 0.2
H -2.06562 -1.82512 6.96363 -0.1 -0.1 0.1
H 0.42049 -3.43023 7.57641 0.0 0.0 0.1
H 0.62826 -1.64219 7.51926 -0.1 0.0 0.1
H 1.51248 -2.69062 6.38332 0.1 0.0 0.2
C -8.65159 6.10686 -2.06949 -0.3 0.8 -0.5
O -7.50492 5.70425 -1.37243 -0.1 -0.2 0.3
C -6.33301 6.05503 -2.06195 -0.2 0.0 0.3
C -5.15993 5.54930 -1.27986 0.5 0.2 0.1
O -5.07296 4.14883 -1.44286 0.4 -0.1 0.0
C -3.86388 3.61927 -0.94479 -0.8 0.0 -0.2
H -9.54506 5.90790 -1.48587 0.1 -0.3 0.1
H -8.72259 5.64383 -3.06173 0.0 -0.2 0.2
H -8.64400 7.19568 -2.25387 0.1 -0.1 0.1
H -6.27598 7.14827 -2.15207 0.1 0.0 -0.2
H -6.32753 5.57804 -3.04854 0.1 0.2 -0.1
H -5.23897 5.83454 -0.21980 -0.2 -0.2 0.0
H -4.24567 6.05423 -1.63346 0.0 -0.2 -0.2
H -3.85466 2.55600 -1.16891 0.0 0.0 0.0
H -3.85415 3.73576 0.14864 0.4 0.1 0.0
H -3.00411 4.08501 -1.44095 0.1 0.1 0.3
C -2.66166 -4.54031 -4.67807 -0.9 0.5 -0.1
O -2.12755 -5.29928 -3.63009 0.3 -0.3 -0.3
C -1.43714 -4.52861 -2.69267 -0.2 0.2 0.6
C -0.65320 -5.42399 -1.74869 -0.1 -0.2 0.1
O 0.70009 -5.62937 -2.09731 -0.1 0.2 0.1
C 0.84819 -6.15856 -3.39103 0.5 0.4 -0.9
H -1.89393 -4.03393 -5.27243 0.1 -0.2 -0.1
H -3.35811 -3.76160 -4.31686 0.3 -0.1 0.2
H -3.28665 -5.18691 -5.28989 0.3 -0.2 -0.1
H -2.17244 -3.95736 -2.10218 0.1 0.1 0.0
H -0.74877 -3.79381 -3.14128 -0.1 -0.1 -0.2
H -1.15791 -6.39531 -1.67310 -0.1 0.1 0.0
H -0.64045 -4.95419 -0.76234 0.0 -0.2 -0.2
H 0.41574 -5.49650 -4.15437 -0.2 -0.1 0.1
H 0.42608 -7.15639 -3.52707 -0.1 0.0 0.2
H 1.91435 -6.16056 -3.62411 0.0 -0.3 0.2
```
Forces are in eV/Å.


4.
Density functional theory data (ωB97M-V with the def2-TZVPD basis set) for C3H5ClS in the gas phase.

- E_LUMO (eV) = 0.45
- frontier orbital gap (eV) = 9.679
- SMILES = S[C@H]1C[C@@H]1Cl
- energy above the lowest of the compared OMol25 structures with the same formula, charge and spin (kJ/mol) = 167.4

XYZ file:
```
10
Properties=species:S:1:pos:R:3:forces:R:3
S 1.90939 -1.05385 -0.33225 0.4 0.5 -3.9
C 0.35162 -0.21585 -0.61315 -1.8 -1.5 1.6
C -1.07341 -0.79841 -0.77058 0.5 -3.4 3.3
C -0.63746 -0.15025 0.57482 -0.1 1.7 -3.2
Cl -1.25507 1.59529 0.80853 0.4 -1.7 0.4
H 2.32437 -0.96060 -1.85833 -0.8 -0.4 3.4
H 0.27118 0.64033 -1.23688 1.0 0.9 0.0
H -1.67747 -0.13968 -1.33527 -0.8 -0.1 -0.7
H -1.40056 -1.99145 -0.55817 1.1 3.5 -1.2
H -0.57613 -0.81983 1.41310 0.2 0.4 0.4
```
Forces are in eV/Å.


5.
Density functional theory data (ωB97M-V with the def2-TZVPD basis set) for 3 unconnected molecules or ions with the total composition C3H9O4.

- E_LUMO (eV) = 4.08
- frontier orbital gap (eV) = 8.751
- charge = -1
- energy above the lowest of the compared OMol25 structures with the same formula, charge and spin (kJ/mol) = 5.2

XYZ file:
```
16
Properties=species:S:1:pos:R:3:forces:R:3
O -0.68955 1.49366 -0.25315 -0.1 0.3 0.1
C -0.05862 0.45211 -0.04886 0.6 -0.6 -0.2
O -0.39074 -0.53819 0.67579 -0.3 0.1 0.2
C 1.29017 0.22409 -0.79964 -0.2 1.4 0.6
C 1.11661 -0.77457 -1.90982 0.4 -0.4 -1.0
H 1.62405 1.20265 -1.17632 -0.2 -0.2 -0.2
H 2.03672 -0.01753 -0.03647 -0.1 -0.6 -0.2
H 0.70335 -1.72183 -1.57574 -0.1 0.0 0.3
H 0.45956 -0.40187 -2.70386 -0.2 0.1 0.3
H 2.04669 -1.00568 -2.45150 0.1 0.0 0.3
H -3.15099 -0.00591 -1.09507 0.8 0.1 0.6
H -1.94027 -0.86679 -0.38924 -0.5 0.9 0.0
O -2.64011 -0.81871 -1.08120 -0.2 -1.1 -0.5
H 1.44848 1.02454 2.93211 0.0 0.0 0.0
H 0.71636 -0.26156 2.65674 0.1 0.0 -0.1
O 1.40652 0.11297 3.23669 -0.3 0.0 -0.1
```
Forces are in eV/Å.


6.
Density functional theory data (ωB97M-V with the def2-TZVPD basis set) for a molecular structure, C7H10O.

- E_LUMO (eV) = 0.95
- frontier orbital gap (eV) = 10.256
- energy above the lowest of the compared OMol25 structures with the same formula, charge and spin (kJ/mol) = 784.7

XYZ file:
```
18
Properties=species:S:1:pos:R:3:forces:R:3
C -2.06753 -1.00470 0.07483 -0.9 -0.7 5.9
C -0.81504 -0.12120 0.02839 -0.2 -1.4 1.6
C -0.18040 1.10998 0.98656 -0.5 4.3 8.6
C 0.50808 1.24044 -0.18977 3.7 0.8 -5.0
C 1.51822 0.03100 -0.49916 -0.3 -0.6 -0.6
C 1.59505 -1.06866 0.59748 0.9 0.1 0.1
C 0.45237 -0.99900 -0.39256 -0.5 -4.1 0.2
H -1.72488 -2.05599 0.74231 -1.0 3.1 -2.1
H -3.08439 -0.52003 0.89021 3.2 -1.4 -3.2
H -2.31722 -1.30048 -0.92480 -0.6 0.0 -0.3
H 0.48275 1.53449 2.04085 -1.2 -3.0 -2.1
H -0.71796 2.25828 1.13101 -0.2 -3.9 -1.0
H 0.83305 2.16239 -0.57824 0.8 1.3 0.0
H 2.26983 -0.01509 -1.35710 -1.2 0.6 1.4
H 1.27020 -0.81260 1.62835 0.9 -0.1 -0.7
H 2.46166 -1.88278 0.45743 -2.3 1.9 0.4
H 0.34303 -2.14909 -0.87978 -0.2 3.8 0.5
O -0.73507 0.95672 -0.84811 -0.5 -0.9 -3.5
```
Forces are in eV/Å.